Record 1
96
Properties=species:S:1:pos:R:3:forces:R:3 method="wB97M-V/def2-TZVPD" homo_energy_ev=-10.707 total_charge=+1 orbital_gap_ev=7.285
C 2.6405 2.9875 -0.1810 -0.208 -0.478 0.307
C 2.2613 1.5109 0.0841 -0.033 0.727 -0.746
C 0.7972 1.2236 -0.3607 0.736 -1.081 0.050
P -0.3149 0.8796 1.0448 -0.578 -0.458 0.030
C -0.2298 -0.8530 1.6444 0.536 -0.633 -0.510
C 0.9988 -1.6704 1.1421 -0.255 -0.234 0.353
C 0.6244 -3.0461 0.5706 0.136 -1.359 0.700
O 1.1841 -4.0350 0.9912 -0.302 1.022 -0.560
N -0.3839 -3.1681 -0.4520 0.650 0.901 0.167
C 0.2534 -2.9755 -1.7338 -0.100 -0.369 0.045
C -0.1251 -1.9314 -2.5384 -1.062 1.109 0.347
C 0.4681 -1.6725 -3.7543 -0.199 0.159 0.167
C 1.4817 -2.5002 -4.1778 -0.202 0.831 -0.924
C 1.8489 -3.5609 -3.3917 0.891 -0.736 -0.445
C 1.2504 -3.8135 -2.1851 0.037 -0.577 0.869
B 0.0987 2.0438 2.5653 -0.033 0.926 1.004
O 0.3983 1.3834 3.7277 0.696 -0.502 -1.254
C 0.1487 3.6087 2.5451 -0.303 0.468 0.073
C -1.1441 4.2970 2.0144 0.530 -0.193 -0.860
P -2.3602 1.1583 0.2833 -1.621 1.119 -1.290
O -2.5325 2.5168 -0.2295 0.801 0.539 0.097
O -2.5965 0.1444 -0.9295 0.530 -0.521 0.701
O -3.3797 0.7348 1.3779 0.926 -0.456 0.112
H 1.7857 3.6469 -0.0094 0.207 0.058 0.245
H 3.4773 3.2387 0.4715 -0.049 0.371 -0.220
H 2.9236 3.1388 -1.2248 0.140 -0.054 0.120
H 2.4646 1.2052 1.1164 -0.150 0.099 -0.021
H 2.9292 0.9170 -0.5458 -0.133 -0.219 0.211
H 0.8341 0.2796 -0.9235 -0.431 0.139 -0.045
H 0.4109 1.9815 -1.0439 -0.179 0.102 0.332
H -1.1553 -1.3585 1.3503 -0.013 0.255 -0.012
H -0.2196 -0.8881 2.7348 -0.161 0.492 -0.076
H 1.6375 -1.1477 0.4249 -0.233 -0.065 -0.117
H 1.6282 -1.8924 2.0041 0.056 0.036 -0.129
H -1.0526 -2.4065 -0.3596 -0.062 -0.142 -0.016
H -0.9338 -1.2854 -2.1953 0.063 -0.075 -0.034
H 0.1191 -0.8203 -4.3252 0.116 -0.101 -0.150
H 1.9397 -2.3022 -5.1368 0.231 -0.285 0.095
H 2.6297 -4.2082 -3.7703 -0.016 -0.010 0.118
H 1.5436 -4.6489 -1.5586 0.062 -0.010 -0.149
H 1.2597 1.7369 4.0025 -0.380 0.156 0.813
H 0.9988 4.0221 1.9894 -0.051 -0.185 -0.011
H 0.2930 3.9455 3.5800 0.130 -0.259 -0.038
H -1.2216 5.3222 2.3750 -0.061 -0.166 0.219
H -2.0617 3.7384 2.2073 0.044 0.158 0.212
H -1.0610 4.3669 0.9260 -0.261 -0.044 0.093
H -2.5359 0.6693 -1.7416 -0.115 -0.068 -0.073
H -2.9868 0.8314 2.2834 -0.596 -0.498 0.642
C -3.4483 -0.8756 5.7916 0.032 -0.184 -0.254
C -2.9474 0.3341 5.0583 -0.025 0.194 0.216
O -2.6338 0.2836 3.8574 0.183 0.104 -0.449
N -2.8461 1.4839 5.7357 -0.033 -0.311 -0.176
C -3.1701 1.7305 7.1330 0.301 0.407 -0.074
H -3.4725 -1.7196 5.1074 0.056 0.058 -0.048
H -2.7833 -1.1184 6.6205 -0.106 0.028 0.089
H -4.4568 -0.6958 6.1664 0.078 0.060 0.177
H -2.5016 2.2536 5.1822 -0.002 0.054 0.073
H -3.9373 2.5001 7.1845 -0.084 -0.112 0.167
H -2.2740 2.0877 7.6434 -0.036 -0.041 0.070
H -3.5328 0.8362 7.6218 -0.097 0.009 -0.084
C 3.7882 -4.1979 -8.2851 -0.027 0.064 0.032
C 3.9083 -4.5848 -6.8321 -0.013 0.044 0.160
O 3.5762 -3.8255 -5.9295 0.088 -0.033 -0.148
N 4.4011 -5.8141 -6.5469 -0.064 0.166 -0.219
C 4.8435 -6.8440 -7.4710 0.006 -0.050 0.478
H 3.3810 -3.1932 -8.3483 0.001 -0.009 0.093
H 4.7678 -4.2070 -8.7640 -0.052 -0.091 -0.092
H 3.1151 -4.8794 -8.8062 0.104 -0.026 -0.088
H 4.4544 -6.0064 -5.5591 0.025 -0.041 -0.010
H 4.2493 -7.7451 -7.3136 0.047 -0.054 -0.165
H 5.8903 -7.0776 -7.2721 0.011 -0.069 -0.166
H 4.7397 -6.5250 -8.5021 -0.022 0.051 0.025
C 4.9930 4.0327 -5.2609 -0.018 0.053 0.020
C 5.1557 3.7016 -3.7979 0.004 0.118 0.158
O 4.8364 4.4862 -2.9172 -0.096 -0.099 0.014
N 5.6772 2.4859 -3.4811 -0.146 0.090 -0.245
C 6.1118 1.4297 -4.3796 0.027 -0.020 0.505
H 4.5692 5.0284 -5.3493 0.009 -0.002 0.101
H 5.9602 4.0204 -5.7644 -0.054 -0.093 -0.088
H 4.3176 3.3227 -5.7399 0.107 -0.032 -0.093
H 5.7606 2.3323 -2.4889 0.076 0.002 -0.008
H 5.5376 0.5244 -4.1751 0.048 -0.067 -0.179
H 7.1675 1.2198 -4.2018 0.010 -0.076 -0.171
H 5.9751 1.7099 -5.4181 -0.022 0.052 0.024
C -6.6144 1.5105 4.9740 0.069 -0.025 0.043
C -6.9357 0.9455 6.3373 -0.058 -0.063 0.235
O -6.0712 0.7750 7.1916 0.064 0.000 -0.205
N -8.2230 0.6266 6.5975 0.166 0.099 -0.215
C -9.3783 0.7539 5.7254 -0.027 -0.160 0.436
H -5.5481 1.7150 4.9195 -0.004 -0.020 0.078
H -6.8709 0.7932 4.1934 -0.080 0.102 -0.060
H -7.1552 2.4431 4.8110 -0.051 -0.057 -0.117
H -8.3644 0.2558 7.5247 -0.036 0.003 -0.004
H -10.1112 1.4095 6.1968 -0.070 0.025 -0.158
H -9.8294 -0.2289 5.5843 -0.076 0.062 -0.143
H -9.1051 1.1624 4.7587 0.053 0.001 0.023



Record 2
101
Properties=species:S:1:pos:R:3:forces:R:3 method="wB97M-V/def2-TZVPD" homo_energy_ev=-8.061 orbital_gap_ev=8.561
C 1.8916 5.7053 1.2796 0.047 -0.019 -0.013
C 1.3906 4.2554 1.2210 -0.007 -0.036 -0.029
C 1.1064 3.6700 2.6121 -0.180 0.179 0.149
C -0.0424 2.6726 2.6541 -0.068 0.318 0.188
O 0.2755 1.5464 1.8298 -0.099 -0.013 -0.011
C -0.6534 0.6144 1.3669 0.057 0.142 -0.265
O 0.0701 -0.5933 1.1666 -0.268 -0.557 0.534
C 1.3025 -1.0164 1.6392 0.090 -0.007 -0.130
C 1.1786 -2.5034 2.0334 -0.194 0.003 0.036
C 0.7888 -3.5621 0.9640 0.029 0.064 0.091
N 0.8705 -4.8501 1.6599 -0.024 0.071 0.002
N 1.6407 -3.5830 -0.2212 -0.164 -0.002 -0.124
N -0.5580 -3.3318 0.4782 0.020 -0.394 0.403
O 2.1507 -0.7640 0.5188 0.212 0.023 0.119
C 3.5198 -1.1194 0.5590 0.343 -0.102 0.056
C 4.0407 -1.2890 -0.8929 0.067 0.026 0.123
O 3.0327 -0.9467 -1.8129 -0.018 -0.106 0.029
C 3.4004 -1.1500 -3.1649 -0.133 0.056 -0.010
C 3.3420 -2.6129 -3.6034 -0.130 -0.172 0.095
P 2.1712 -0.1895 3.0943 0.007 0.067 0.137
O 3.2372 -1.0578 3.6385 -0.353 0.365 -0.097
O 1.0530 0.1314 4.2158 0.355 0.087 -0.456
O 2.7389 1.2014 2.5495 0.420 -0.704 0.313
C -1.7607 0.1828 2.4012 0.177 -0.431 -0.073
I -3.1016 1.5640 3.3818 0.012 0.072 -0.007
C -2.5945 -1.0469 1.9642 -0.001 -0.071 0.214
C -3.9895 -0.8202 1.3753 -0.021 -0.118 -0.081
C -1.0037 0.9102 -0.1467 0.005 0.333 -0.302
I -2.4000 2.5902 -0.2962 0.103 -0.118 0.182
C 0.2659 1.2725 -0.9143 0.236 0.133 0.004
C 0.1142 1.8356 -2.3391 0.263 0.234 -0.164
N -0.9837 1.3180 -3.1548 -0.142 -0.069 0.103
N -1.7375 -0.2189 -0.7189 -0.447 -0.047 0.620
Cl -0.8253 -1.3812 -1.5871 -0.012 0.409 -0.811
H 1.0548 6.4108 1.2947 0.086 -0.092 0.081
H 2.4875 5.8788 2.1829 -0.019 -0.040 -0.147
H 2.5157 5.9543 0.4157 -0.118 -0.016 0.090
H 2.1359 3.6406 0.6986 -0.116 0.025 0.079
H 0.4750 4.2036 0.6173 0.137 0.022 0.024
H 2.0124 3.2337 3.0425 -0.194 0.183 -0.027
H 0.7990 4.4829 3.2868 0.032 -0.093 -0.119
H -0.2255 2.3441 3.6820 0.084 -0.037 -0.136
H -0.9486 3.1639 2.2935 0.074 -0.080 -0.063
H 0.4064 -2.5451 2.8158 0.181 0.059 -0.076
H 2.1167 -2.8065 2.5039 -0.033 0.001 -0.051
H 1.0757 -5.5739 0.9810 -0.042 -0.040 0.023
H 1.5787 -4.8621 2.3813 0.126 -0.025 -0.061
H 1.4814 -2.7445 -0.7743 0.124 0.074 0.080
H 2.6153 -3.6000 0.0454 0.076 -0.017 0.015
H -0.6534 -3.7037 -0.4590 -0.020 -0.095 0.137
H -1.2103 -3.8135 1.0837 0.024 -0.089 0.029
H 4.1050 -0.3507 1.0820 -0.124 -0.071 -0.143
H 3.6747 -2.0398 1.1313 -0.035 0.046 -0.102
H 4.3839 -2.3232 -1.0488 -0.091 0.110 0.034
H 4.9163 -0.6374 -1.0459 -0.098 -0.082 0.026
H 2.6871 -0.5581 -3.7480 0.159 -0.253 0.357
H 4.4040 -0.7246 -3.3431 -0.119 -0.150 0.166
H 3.9264 -2.7602 -4.5188 -0.914 -0.411 0.903
H 2.3109 -2.9190 -3.8012 0.114 0.047 0.076
H 3.7516 -3.2855 -2.8444 -0.028 0.112 -0.021
H 1.4222 -0.1111 5.0751 -0.050 -0.070 0.086
H 2.4069 1.4032 1.6647 -0.312 0.060 -0.021
H -1.1500 -0.1362 3.2496 -0.025 0.159 -0.165
H -1.9915 -1.6082 1.2549 0.026 0.044 0.085
H -2.6984 -1.6765 2.8598 -0.010 0.109 -0.109
H -4.0493 0.0803 0.7608 0.000 -0.058 0.076
H -4.7517 -0.7468 2.1578 0.107 0.091 -0.102
H -4.2509 -1.6736 0.7385 0.035 0.111 0.074
H 0.8150 2.0346 -0.3538 -0.126 -0.147 -0.001
H 0.9066 0.3833 -0.9114 -0.249 0.203 -0.113
H 1.0739 1.6599 -2.8425 -0.119 0.040 0.078
H 0.0216 2.9271 -2.2748 -0.057 -0.171 0.080
H -0.6386 0.7793 -3.9362 0.036 -0.003 -0.001
H -1.5422 2.0735 -3.5221 0.015 0.026 -0.049
H -2.4740 0.0915 -1.3347 0.272 0.059 -0.332
C -10.0448 -0.2294 3.3143 -0.027 0.067 -0.054
C -8.5523 -0.0417 3.2774 0.013 -0.054 0.009
C -7.9559 0.7935 4.3920 -0.039 0.051 0.013
O -6.7931 1.3420 3.7672 -0.026 0.079 0.041
C -7.0255 1.4045 2.4316 0.014 -0.089 0.036
O -6.3333 1.9643 1.6512 0.002 0.125 -0.113
O -8.1595 0.7280 2.1261 0.026 -0.069 -0.043
H -10.3798 -0.8386 2.4764 0.015 -0.004 0.005
H -10.3304 -0.7305 4.2403 -0.008 -0.007 -0.004
H -10.5508 0.7351 3.2626 0.012 0.002 0.039
H -8.0343 -1.0036 3.2124 -0.031 -0.017 0.022
H -7.6654 0.2291 5.2739 0.065 -0.018 -0.038
H -8.6220 1.6139 4.6738 -0.023 -0.033 0.044
C 4.9031 -1.7787 -6.3131 0.266 0.132 -0.090
C 4.2914 -0.4179 -6.5053 0.079 0.005 -0.117
C 4.9179 0.7178 -5.7226 0.102 0.004 0.013
O 3.8160 1.6183 -5.5686 -0.017 -0.019 0.119
C 2.6751 0.8905 -5.6085 0.117 0.067 -0.242
O 1.5965 1.3091 -5.3459 -0.114 -0.033 0.092
O 2.9430 -0.3782 -5.9962 -0.101 0.069 -0.320
H 4.3846 -2.5253 -6.9126 -0.019 -0.014 0.003
H 5.9496 -1.7573 -6.6202 0.007 0.019 -0.073
H 4.8481 -2.0779 -5.2661 0.644 0.477 -0.737
H 4.2395 -0.1578 -7.5668 0.027 -0.009 -0.001
H 5.7328 1.2234 -6.2330 -0.058 0.039 -0.050
H 5.2420 0.3880 -4.7315 0.084 0.075 -0.140



Record 3
86
Properties=species:S:1:pos:R:3:forces:R:3 method="wB97M-V/def2-TZVPD" homo_energy_ev="-6.086 / -6.086" de_lowest_kcal_mol=18.0 orbital_gap_ev="6.066 / 6.066"
Sn 0.2950 -0.5583 0.1566 -2.115 0.992 -1.415
C -2.1084 0.7280 -1.5974 -0.608 -0.102 -0.435
C -2.4552 1.1073 -0.2893 -0.458 -0.425 0.527
C -1.5062 2.0991 0.0956 0.511 -0.395 -0.766
Si -3.8224 0.2520 0.6909 1.587 0.872 -1.177
C -0.5936 2.2746 -0.9850 0.040 0.316 0.851
C -0.9706 1.4186 -2.0448 0.474 -0.572 -0.900
Si -0.1449 1.0188 -3.6937 -0.822 0.419 1.855
H -2.7110 0.0863 -2.2276 0.211 -0.089 0.203
H -1.5505 2.6732 0.9975 0.169 0.285 0.418
H 0.1811 3.0329 -1.0484 0.019 -0.056 0.175
Cl 3.4445 -0.8437 2.7066 -0.080 1.292 0.147
C -1.3817 0.1878 -4.8021 0.127 -0.059 -0.291
C 0.4750 2.6056 -4.4406 0.227 -0.103 -0.452
C -4.9966 -0.5572 -0.4991 -0.242 -0.148 0.145
C -4.6940 1.5264 1.7249 -0.355 -0.196 0.295
H -0.3961 3.1454 -4.8279 0.151 0.017 0.036
H 1.1521 2.3898 -5.2740 -0.018 0.212 -0.042
H 0.9921 3.2497 -3.7271 -0.078 -0.032 -0.040
H -1.6581 -0.8014 -4.4311 -0.011 0.054 0.037
H -0.9538 0.0739 -5.8024 -0.131 -0.058 -0.056
H -2.2845 0.8000 -4.8731 0.059 -0.053 -0.022
H -5.2966 2.1441 1.0493 0.072 -0.035 0.140
H -4.0150 2.1796 2.2763 -0.048 -0.023 -0.063
H -5.3625 1.0322 2.4372 -0.084 0.200 0.055
H -5.3643 0.1773 -1.2204 0.012 -0.041 0.059
H -5.8500 -0.9594 0.0529 -0.095 -0.073 -0.120
H -4.5188 -1.3725 -1.0467 0.026 0.063 0.029
C 1.2799 -0.2141 -3.3840 0.530 -0.020 -0.672
C -3.0222 -1.1183 1.7515 -0.571 -0.212 0.622
P 2.1662 -0.0028 -1.8182 0.708 -0.064 -0.437
H 1.9924 -0.1431 -4.2189 -0.120 -0.100 0.000
H 0.8629 -1.2289 -3.4170 -0.040 0.123 0.101
P -1.3560 -0.7623 2.3632 -0.480 -0.089 0.840
H -2.9790 -2.0271 1.1429 0.039 0.082 -0.083
H -3.6921 -1.3351 2.5969 0.049 -0.092 -0.119
C -0.8124 -2.1709 3.4879 0.059 0.398 -0.462
C -1.6264 0.6379 3.5523 0.184 0.484 0.064
C 2.9814 1.6493 -1.9756 0.043 0.391 0.122
C 3.6260 -1.2051 -1.7795 -0.747 0.629 0.184
C 3.3605 -2.3862 -0.8489 0.094 -0.246 0.352
H 4.4297 -0.5953 -1.3237 -0.131 -0.300 -0.332
C 3.9945 -1.6948 -3.1608 0.689 -0.200 -0.059
H 3.1788 -2.2287 -3.6602 0.113 0.085 0.181
H 4.8462 -2.3710 -3.0549 -0.030 -0.197 -0.174
H 4.3310 -0.8866 -3.8015 -0.116 0.086 -0.183
H 3.1265 -2.1054 0.1871 -0.157 0.147 -0.251
H 4.2737 -2.9784 -0.7587 0.045 -0.104 -0.121
H 2.5821 -3.0666 -1.2194 0.099 0.273 -0.019
H 2.1515 2.3472 -2.1798 0.251 -0.290 -0.041
C 4.0102 1.7194 -3.1158 -0.102 0.114 0.115
C 3.6268 2.1114 -0.6527 0.205 0.036 0.069
H 3.5626 1.4614 -4.0893 0.258 0.041 0.335
H 4.8625 1.0504 -2.8971 -0.309 0.347 -0.222
H 4.3830 2.7531 -3.1725 0.014 -0.303 -0.110
H 2.9006 2.3864 0.1235 0.021 -0.163 -0.325
H 4.2467 3.0025 -0.8302 -0.180 -0.186 -0.033
H 4.3026 1.3545 -0.2271 -0.144 0.096 -0.105
H -2.1147 1.4244 2.9516 0.053 -0.361 0.148
C -0.3003 1.2446 4.0570 0.139 0.029 0.169
C -2.5192 0.2780 4.7489 0.030 0.052 -0.100
H -3.5084 -0.0820 4.4271 0.326 0.049 0.190
H -2.6663 1.1838 5.3562 -0.026 -0.304 -0.071
H -2.0247 -0.4862 5.3745 -0.307 0.332 -0.157
H 0.2556 1.7988 3.2893 -0.291 -0.213 0.028
H 0.3774 0.4843 4.4710 -0.132 0.072 -0.067
H -0.4931 1.9551 4.8760 -0.052 -0.190 -0.241
C 0.2362 -3.0608 2.8093 0.359 -0.143 -0.037
C -1.9759 -3.0201 3.9604 0.090 -0.233 0.596
H -0.3118 -1.6510 4.3313 -0.329 -0.342 -0.238
H -2.5274 -3.4897 3.1366 0.213 0.117 0.141
H -2.6712 -2.4444 4.5646 -0.200 0.028 -0.071
H -1.5798 -3.8028 4.6155 -0.135 -0.140 -0.108
H -0.1538 -3.6210 1.9456 -0.063 0.265 0.219
H 0.6015 -3.8054 3.5248 -0.140 -0.029 -0.018
H 1.1429 -2.5254 2.4961 -0.256 0.110 -0.055
C 2.2114 0.2543 1.8955 -0.620 -0.531 -0.635
H 2.0211 1.3338 1.9346 1.369 0.386 1.199
H 1.2255 -0.0936 2.3184 1.437 -0.182 -0.640
H 2.4610 0.1846 0.7948 -0.227 -0.581 1.523
C -0.2201 -3.5270 -0.9369 0.084 -0.839 0.301
C -0.8561 -2.1615 -1.0067 -0.910 0.011 -0.821
O -1.8777 -1.9819 -1.6559 0.967 -0.817 0.634
H 0.6265 -3.5466 -0.2443 -0.189 0.059 0.328
H 0.2517 -3.8136 -1.8786 -0.397 0.017 -0.354
H -0.9619 -4.2957 -0.6321 0.397 0.348 -0.292